{"formula": "C4H6O2", "method": "ωB97M-V/def2-TZVPD", "species": ["C", "C", "O", "C", "C", "O", "H", "H", "H", "H", "H", "H"], "positions_angstrom": [[0.036302, 0.775970, -1.068910], [0.142723, -0.615252, -0.140689], [0.733600, -1.594224, -0.685001], [-1.195356, -0.590596, 0.350302], [0.978746, -0.078442, 1.164239], [0.990407, 1.030448, 1.607064], [0.352367, 1.622116, -0.457429], [-0.944629, 0.973533, -1.502922], [0.745485, 0.527271, -1.856978], [-1.557326, 0.283568, 0.885834], [-1.883701, -1.420009, 0.180999], [1.601382, -0.914383, 1.523490]], "forces_ev_per_a": [[0.20, 0.15, -0.19], [-0.35, 0.43, 0.20], [0.00, -0.13, -0.10], [-0.22, -0.22, 0.04], [0.25, 0.59, 0.29], [-0.03, -0.69, -0.28], [-0.11, -0.15, -0.06], [0.13, -0.14, 0.06], [-0.04, 0.08, 0.12], [0.11, -0.11, -0.08], [0.10, 0.11, 0.02], [-0.05, 0.06, -0.02]], "nbo_charge": [-0.5517, 0.1100, -0.6799, -0.1217, 0.4617, -0.4967, 0.2355, 0.2156, 0.2517, 0.2002, 0.2085, 0.1668], "total_charge": 0, "fmax_ha_per_bohr": 0.014, "homo_energy_ev": [-8.96, -8.73], "relative_energy_ev": 4.879, "orbital_gap_ev": [7.6, 6.8]}



{"formula": "C12H16NO8P", "method": "ωB97M-V/def2-TZVPD", "species": ["C", "C", "P", "C", "C", "C", "C", "O", "N", "O", "C", "O", "O", "C", "O", "H", "H", "H", "H", "H", "H", "H", "H", "H", "H", "C", "C", "C", "O", "C", "O", "O", "H", "H", "H", "H", "H", "H"], "positions_angstrom": [[0.551623, -0.276950, -2.122122], [1.345752, 0.866640, -1.275086], [3.011541, 0.292002, -0.607138], [3.791918, 1.867827, 0.176892], [2.877914, -0.928910, 0.808381], [1.894019, -1.235750, 1.778071], [0.476193, -0.537620, 1.888271], [0.488920, 0.334673, 3.055604], [0.300783, 1.638970, 2.722045], [1.055898, 2.266289, 3.420337], [2.563957, -2.381319, 2.682101], [1.943455, -2.780103, 3.686513], [3.868027, -2.778246, 2.209979], [4.116475, -1.867310, 1.117965], [5.220192, -1.842201, 0.556266], [1.263123, -0.719690, -2.915571], [0.098580, -1.081447, -1.452351], [-0.239551, 0.303563, -2.729786], [0.667683, 1.388811, -0.508127], [1.582347, 1.685712, -2.057515], [2.912773, 2.558784, 0.406488], [4.497889, 2.278671, -0.625479], [4.352214, 1.516321, 1.108334], [0.090845, -0.056439, 0.935850], [-0.275705, -1.378099, 2.139952], [-4.584244, 0.752539, -2.370927], [-4.173591, -0.175982, -1.248563], [-3.628105, 0.540379, -0.047632], [-2.742076, -0.424787, 0.507778], [-2.324150, -1.207672, -0.523711], [-1.414165, -1.985369, -0.458539], [-3.070051, -0.989696, -1.641673], [-4.993987, 0.178861, -3.205973], [-5.338380, 1.468756, -2.037549], [-3.722406, 1.299968, -2.762126], [-5.005175, -0.836070, -0.979112], [-4.407923, 0.807912, 0.667285], [-3.052610, 1.436985, -0.299133]], "forces_ev_per_a": [[0.57, 1.01, -0.22], [-1.15, 0.28, -0.46], [0.79, 0.00, -0.65], [-0.56, -0.70, -0.09], [-1.60, -0.95, 2.90], [3.18, 0.41, -2.63], [-0.69, -2.79, 0.78], [-0.09, -1.49, -1.18], [2.68, 1.33, 1.60], [-2.05, 0.06, -1.35], [-3.48, 0.25, 2.27], [3.26, 0.67, -3.57], [-2.68, 2.45, -0.57], [2.64, 0.56, -1.70], [-3.99, -0.24, 2.10], [-1.04, 0.52, 1.45], [0.77, 1.21, -1.26], [0.89, -1.16, 1.09], [0.84, -0.82, -1.02], [0.08, -1.21, 1.38], [1.53, -0.63, -0.06], [-1.06, -0.43, 1.39], [-0.73, 0.85, -1.29], [0.98, -0.36, 1.30], [1.15, 1.33, -0.45], [0.08, -0.23, -0.42], [-0.67, 0.71, -0.66], [-0.36, 0.43, 0.47], [0.38, -0.38, -0.34], [0.43, -0.69, -0.13], [-0.82, 0.45, 0.21], [0.54, -0.23, 0.74], [-0.05, 0.07, 0.12], [0.04, -0.10, 0.05], [-0.03, 0.00, 0.20], [0.10, 0.02, 0.08], [0.20, -0.13, 0.06], [-0.08, -0.05, -0.14]], "nbo_charge": [-0.6417, -0.7215, 0.7697, -0.9005, -0.3702, -0.0635, -0.1497, -0.3677, 0.3550, -0.2732, 0.7603, -0.5128, -0.4860, 0.7574, -0.5049, 0.2250, 0.2470, 0.2089, 0.2071, 0.2452, 0.2312, 0.2475, 0.2497, 0.2354, 0.2378, -0.6271, 0.0593, -0.0959, -0.4904, 0.9786, -0.5888, -0.4825, 0.2308, 0.2241, 0.2216, 0.1880, 0.2104, 0.1864], "total_charge": 0, "smiles": "CCP(C)C1=C(CON=O)C(=O)OC1=O.C[C@@H]1COC(=O)O1", "fmax_ha_per_bohr": 0.095, "homo_energy_ev": -8.60, "orbital_gap_ev": 7.6}



{"formula": "C3H2Cl3FO", "method": "ωB97M-V/def2-TZVPD", "species": ["O", "C", "C", "Cl", "Cl", "C", "F", "Cl", "H", "H"], "positions_angstrom": [[0.450867, 1.669957, 0.739181], [0.155837, 0.613173, 0.279257], [1.121560, -0.298525, -0.472942], [2.604828, 0.565045, -0.887813], [1.467586, -1.651361, 0.644066], [-1.251726, 0.016508, 0.387373], [-2.014969, 0.743190, 1.224515], [-1.958603, 0.088263, -1.257491], [0.685371, -0.720049, -1.380827], [-1.260749, -1.026204, 0.724678]], "forces_ev_per_a": [[-0.12, -0.06, 0.02], [-0.15, -0.11, -0.09], [0.61, 0.05, -0.08], [-0.26, -0.17, -0.06], [-0.04, -0.03, -0.09], [-0.30, -0.06, 0.07], [0.03, 0.12, 0.08], [0.06, -0.09, 0.14], [0.10, 0.12, 0.23], [0.08, 0.22, -0.23]], "nbo_charge": [-0.4369, 0.4973, -0.3252, 0.0325, -0.0024, 0.1170, -0.3086, -0.0391, 0.2556, 0.2098], "total_charge": 0, "smiles": "O=C(C(Cl)Cl)[C@@H](F)Cl", "fmax_ha_per_bohr": 0.012, "homo_energy_ev": -10.87, "relative_energy_ev": 0.000, "orbital_gap_ev": 10.7}